A structure of composition C25H32BO4Rh, computed with wB97M-V/def2-TZVPD.

```
63
Properties=species:S:1:pos:R:3:forces:R:3
H 0.554 1.299 -3.287 0.0 0.6 0.6
C 0.872 -2.176 3.501 0.6 -1.2 -0.4
C 0.050 0.265 -6.720 0.0 -0.5 0.4
C -2.404 -1.649 1.646 -1.2 -0.1 0.1
H 1.729 1.088 7.631 -0.2 0.2 -0.2
H -2.384 0.537 4.208 0.1 -0.2 -0.3
H 0.810 -2.237 4.578 0.0 0.1 -0.1
O 0.098 1.826 3.575 0.3 -0.1 0.7
C 1.329 1.816 6.926 0.2 -0.1 1.2
C 0.755 1.573 -1.194 -0.1 -1.0 -0.5
H 2.307 -1.195 -6.353 -0.2 0.0 0.1
H -2.543 -2.149 3.846 -0.2 0.2 -0.1
C 1.668 -1.750 1.352 -0.1 -0.5 -0.1
H 1.256 -2.078 -7.494 0.1 0.1 0.4
C -2.223 -0.397 0.992 -0.2 0.0 -0.1
Rh -0.486 -0.960 2.471 2.3 1.8 -1.1
C 0.671 2.420 4.672 -0.3 -0.7 -0.2
O 0.216 -0.507 -4.647 0.1 1.4 -1.7
C -0.907 0.262 -2.209 0.3 0.2 0.0
C 0.125 0.824 -5.324 0.0 0.4 0.4
C 0.695 -2.779 1.257 0.5 -0.1 0.5
H 0.105 1.673 -0.297 0.5 -0.2 -0.2
H 1.544 -2.731 -5.869 0.1 0.0 0.0
H -2.476 -2.624 1.159 0.0 0.4 0.2
C 0.169 -3.037 2.571 1.5 -0.5 0.4
C 0.676 3.768 4.972 -0.1 1.0 -0.3
O 1.352 0.221 -1.289 -1.6 0.9 0.3
H -0.683 2.440 -2.718 -0.2 0.1 0.3
C -2.093 0.620 1.973 -1.1 0.3 -0.4
C -0.113 1.556 -2.453 0.5 -0.8 -0.3
H 0.567 4.506 4.177 -0.1 -0.2 0.3
C 0.792 4.122 6.326 0.1 0.2 -0.3
C -1.067 -1.927 -6.219 -0.1 -0.4 0.1
C 1.402 -1.807 -6.433 0.2 -0.5 0.1
H 2.430 -0.592 3.121 0.0 -0.2 -0.1
C 0.187 -0.629 -1.583 0.2 -0.3 0.8
C 0.160 -1.081 -5.969 -0.1 -0.5 -2.0
C 1.134 3.158 7.284 0.1 -0.2 -0.1
H 1.535 2.331 -1.161 0.1 -0.2 -0.1
H -0.777 1.383 -5.056 0.3 -0.1 0.4
H -1.375 -0.201 -3.089 0.3 0.3 0.3
C 0.989 1.445 5.630 -0.4 -0.4 -0.9
C -2.415 -1.407 3.067 -1.9 0.0 -0.1
H 0.624 5.163 6.615 0.1 -0.4 0.0
C -2.277 0.018 3.260 -1.1 -0.2 0.1
H 0.504 -1.446 -2.253 0.0 0.5 0.3
H 2.264 -1.360 0.535 -0.3 0.1 0.1
H -2.175 -0.239 -0.080 0.0 -0.2 0.6
H -0.554 -3.794 2.851 0.2 0.1 -0.1
H -0.999 -2.844 -5.627 -0.2 0.0 -0.1
H -0.924 0.413 -7.207 0.6 0.1 -0.1
H 1.026 1.425 -5.172 -0.2 -0.1 0.3
H -1.098 -2.197 -7.290 0.0 0.1 0.5
H -0.173 -1.059 -0.611 0.4 0.2 -0.9
B 0.070 0.422 3.837 0.8 1.0 1.5
H -1.664 0.489 -1.469 -0.2 0.0 -0.1
H -1.877 1.669 1.778 -0.1 -0.4 0.1
C 1.767 -1.346 2.716 0.2 -1.0 0.4
H 0.416 -3.318 0.361 0.0 0.2 0.0
H -1.992 -1.390 -5.967 0.2 -0.1 0.0
H 1.274 3.466 8.322 0.0 -0.1 -0.3
H 0.935 0.497 -7.332 -0.6 0.0 0.0
O 0.618 0.207 5.159 0.1 0.8 -0.6
```
Forces are in eV/Å.

As for the HOMO energy (alpha / beta): -0.11812 / -0.27349 Ha. The value obtained for the energy above the lowest of the compared OMol25 structures with the same formula, charge and spin is 22.3 kcal per mole. As for the LUMO energy (alpha / beta): 0.016 / -0.126 Eh. The expectation value of S² is 6.04. Its spin multiplicity is 5.


A structure of composition C25H32Ca2Cl4F17LiN3O6, computed with wB97M-V/def2-TZVPD.

```
90
Properties=species:S:1:pos:R:3:forces:R:3
H 6.902 -4.482 -3.986 -0.2 0.0 0.0
Ca 4.617 -1.286 -1.463 -0.3 -5.7 2.8
O -6.768 3.891 0.568 0.7 -1.0 0.6
N -1.034 0.945 2.685 -1.9 -0.5 -0.2
C 4.353 -0.639 1.924 0.1 0.9 0.0
O 6.629 -3.742 -3.425 0.1 0.4 0.1
C -7.964 1.564 -0.437 0.2 0.1 0.6
H -0.915 0.733 -2.217 0.0 0.1 0.4
C 5.973 -3.322 1.944 -0.3 -0.7 0.4
C 5.583 0.400 -2.669 1.8 2.9 -1.8
O 5.482 -7.320 -3.553 0.1 0.3 0.3
H -4.444 2.765 -1.975 0.0 0.0 0.0
H -8.680 0.951 -0.978 0.0 0.1 -0.1
C -7.242 2.424 -2.622 0.7 0.2 -0.3
H 0.553 2.149 2.885 -0.2 0.4 -0.1
C 5.687 -0.853 2.688 0.1 -0.3 0.3
F 6.219 -5.924 0.478 0.9 0.3 0.0
Cl 6.880 -0.601 -3.308 -0.4 -0.3 0.4
O -2.102 2.314 -0.256 -0.1 0.2 0.4
C -6.228 4.782 -2.725 -1.0 -0.5 -0.2
F 5.336 -5.253 3.147 0.4 -0.1 0.5
C 5.049 -5.492 0.832 -1.1 -1.0 0.1
O -1.370 -0.528 0.099 0.0 -0.2 1.1
H 6.758 -6.754 -2.004 0.2 0.0 -0.1
H -5.942 3.184 -4.154 0.0 0.0 0.0
H 1.335 -1.947 3.599 0.1 -0.3 0.1
Cl 3.957 -0.203 -3.318 -1.9 1.1 -2.8
H 5.320 -7.621 -1.495 -0.2 -0.1 0.0
C -4.326 3.718 -1.458 0.0 -0.6 0.2
H -6.300 6.400 -0.523 0.0 0.0 0.0
C -0.602 -1.282 3.081 -1.4 -2.4 -0.3
F 6.952 -2.370 3.884 0.7 -0.1 -0.1
H -8.058 1.900 -3.116 -0.1 0.0 0.2
H -6.442 1.686 -2.526 0.0 0.0 0.1
H 0.565 0.061 -1.517 0.3 0.3 0.1
F 6.674 -0.534 1.857 0.7 -0.2 -0.2
H -7.528 3.895 -4.190 0.0 0.1 0.0
C -1.150 -1.080 -1.025 0.0 0.1 -0.5
C -6.737 3.567 -3.515 0.0 0.0 0.0
C -0.376 -0.187 -1.997 -0.1 -0.2 -0.5
H -4.691 6.376 -1.245 0.0 -0.1 -0.2
F 2.649 1.733 4.049 0.4 0.5 0.7
F 3.121 -0.399 4.352 0.6 -0.2 0.4
H -2.406 -0.522 2.544 -0.2 0.2 -0.5
C 1.171 0.182 3.251 0.0 -1.3 -0.1
F 4.301 -6.542 1.172 -0.1 -0.1 0.2
H -8.852 4.599 -1.858 0.0 0.0 0.0
H -9.740 3.085 -1.761 0.1 -0.2 -0.1
H -3.881 3.499 -0.484 0.1 -0.1 -0.1
C -7.687 2.852 -1.221 -0.1 -2.7 -1.4
C -5.667 4.482 -1.322 2.2 0.0 -1.5
N -1.443 -0.325 2.759 0.6 1.1 0.0
Ca -2.291 -3.298 5.819 -0.7 0.2 1.5
F 5.653 -2.696 0.768 -0.1 0.1 -0.2
H -5.458 5.286 -3.304 0.2 0.0 0.3
H -0.179 -0.702 -2.939 0.0 -0.1 0.1
N -6.561 3.586 -0.563 -2.6 3.6 0.2
H -7.052 0.979 -0.310 0.0 0.0 -0.1
H -4.934 5.679 0.343 0.0 0.0 0.0
H 6.330 -4.189 -2.628 -0.1 -0.6 0.1
H -1.034 -2.277 3.133 -0.2 0.8 -0.3
C 2.615 0.515 3.513 -1.1 0.4 -0.7
Cl 5.799 2.064 -2.985 0.1 -0.6 0.5
C 5.842 -2.337 3.161 0.7 0.4 -0.3
F 5.819 -0.064 3.744 -0.7 0.3 0.5
Cl 7.552 3.711 -1.818 0.1 0.3 0.2
C 5.691 -6.938 -2.307 0.3 -0.3 -0.1
F 3.565 -1.697 1.975 -0.5 -0.4 0.0
C 0.225 1.125 2.930 1.5 1.7 0.0
F 3.760 -4.139 2.164 -0.5 0.2 0.1
F 4.428 -4.893 -0.179 0.0 0.7 -0.1
H -3.607 4.310 -2.020 -0.1 0.2 0.0
C 5.034 -4.551 2.066 0.2 -0.2 -0.7
H -9.319 3.950 -0.288 0.1 0.0 0.0
C -5.389 5.807 -0.637 -0.4 -0.1 0.9
H -8.378 1.770 0.550 0.0 0.1 0.0
F 2.653 0.707 1.161 -0.5 -0.2 -0.4
F 4.858 -2.698 3.981 -0.7 0.1 0.1
F 4.741 -0.525 0.584 -0.5 0.9 0.3
H 5.582 0.273 -1.573 0.6 1.5 -0.3
Li -1.107 -3.962 3.525 0.5 -1.1 -1.2
O -1.469 -2.220 -1.391 0.0 0.0 0.5
H -1.692 1.794 0.446 -0.1 -0.2 -0.4
H -7.040 5.507 -2.630 0.0 0.0 0.1
F 4.228 1.697 2.184 0.8 0.4 0.4
H 5.204 -5.952 -2.013 -0.2 0.5 -0.2
F 7.218 -3.710 1.820 0.6 -0.3 0.2
C 3.493 0.610 2.212 -0.3 -0.2 -0.3
C 0.693 -1.130 3.335 1.8 0.9 0.3
C -8.966 3.680 -1.285 0.2 1.0 0.5
```
Forces are in eV/Å.

As for the HOMO energy: -0.24127 Ha. As for the total charge: +1. As for the LUMO energy: -0.200 Eh.


no.,energy (Ha)
1,-1407.8778
2,-6487.7931